ORCA calculation (wB97M-V/def2-TZVPD) on C24H45IOsP2 as an isolated structure at a distorted geometry.

Computed properties:
Energy relative to the best compared isomer or geometry (same formula, charge and spin) = 0.0 kJ/mol
Kohn-Sham gap (spin up / spin down) = 0.2847 / 0.1673 Ha
2S+1 = 5
Charge = +2
F_max = 8.09 eV/Å

Last column: Löwdin spin population.
Atoms and positions in Å:
Os (-0.3966, 0.9277, 0.6024)  2.11
C (-1.1498, -0.0202, 2.3253)  0.04
C (0.1963, -0.4862, 2.2074)  0.12
C (0.2708, 1.8376, 2.3275)  0.08
C (-1.1062, 1.4124, 2.5052)  0.10
C (1.0607, 0.6506, 2.1523)  0.06
C (-2.3201, -0.9206, 2.5877)  0.00
H (-2.2128, -1.8395, 2.0010)  0.00
H (-3.2595, -0.4243, 2.3444)  0.00
H (-2.3280, -1.1935, 3.6496)  0.00
C (-2.1901, 2.2557, 3.1082)  0.03
H (-3.1337, 1.7018, 3.1878)  0.00
H (-2.3547, 3.1653, 2.5153)  0.01
H (-1.9011, 2.5666, 4.1265)  0.00
C (0.8184, 3.2146, 2.5563)  0.02
H (1.1861, 3.3155, 3.5857)  0.00
H (0.0601, 3.9816, 2.3792)  0.00
H (1.6666, 3.3851, 1.8815)  0.00
C (2.5546, 0.5377, 2.2759)  0.01
H (2.8387, 0.3987, 3.3315)  0.00
H (3.0584, 1.4248, 1.9028)  0.00
H (2.9063, -0.3500, 1.7234)  0.00
C (0.6632, -1.9100, 2.3763)  0.03
H (0.6298, -2.2609, 3.4355)  0.01
H (1.6975, -2.0283, 2.0412)  0.00
H (0.0489, -2.6053, 1.7971)  0.00
C (0.0269, -1.9733, -2.0138)  0.02
C (-0.2175, -2.6754, -0.8987)  0.02
C (0.3883, -4.0255, -0.6663)  0.00
C (1.9032, -4.1549, -0.3342)  0.00
C (2.6859, -2.8750, -0.3548)  0.00
C (2.9263, -2.1979, -1.4803)  0.00
C (2.4436, -2.6771, -2.8192)  0.00
C (0.9256, -2.5226, -3.0865)  0.00
H (0.1886, -4.6493, -1.5502)  0.00
H (2.3467, -4.8890, -1.0234)  0.00
H (-0.1497, -4.4958, 0.1682)  0.00
H (0.5450, -3.5190, -3.3532)  0.00
H (-0.5609, -1.0888, -2.3119)  0.01
H (-1.0325, -2.4187, -0.2063)  0.00
H (0.8184, -1.8920, -3.9806)  0.00
H (2.9987, -2.1383, -3.5959)  0.00
H (3.5655, -1.3149, -1.5091)  0.00
H (2.7132, -3.7321, -2.9579)  0.00
H (2.0103, -4.6047, 0.6603)  0.00
H (3.1336, -2.5948, 0.5956)  0.00
P (-2.6784, 0.7265, -0.5585)  0.07
C (-4.1132, 1.4691, 0.3513)  0.04
H (-5.0085, 1.3949, -0.2857)  0.00
H (-3.9239, 2.5295, 0.5773)  0.03
H (-4.3039, 0.9348, 1.2915)  0.00
C (-2.9157, 1.3451, -2.2691)  0.02
H (-3.9939, 1.3530, -2.4976)  0.00
H (-2.3995, 0.6865, -2.9803)  0.00
H (-2.5331, 2.3692, -2.3725)  0.00
C (-3.4209, -0.9508, -0.7631)  0.01
H (-2.8805, -1.5258, -1.5241)  0.00
H (-4.4764, -0.8426, -1.0676)  0.00
H (-3.3954, -1.4983, 0.1842)  0.00
P (1.0950, 2.1246, -1.1316)  0.06
C (2.8634, 1.8388, -0.6800)  0.01
H (3.5234, 1.9794, -1.5455)  0.00
H (2.9853, 0.8141, -0.3048)  0.00
H (3.1575, 2.5698, 0.0934)  0.00
C (1.1006, 1.4900, -2.8592)  0.02
H (1.6875, 0.5648, -2.9259)  0.00
H (1.5397, 2.2523, -3.5314)  0.00
H (0.0754, 1.2952, -3.1863)  0.00
C (1.1900, 3.9678, -1.4489)  0.06
H (2.0911, 4.2041, -2.0355)  0.01
H (1.2320, 4.4919, -0.4840)  0.01
H (0.2922, 4.2941, -1.9974)  0.02
I (-1.7531, 3.8246, -0.2575)  0.95


ORCA calculation (wB97M-V/def2-TZVPD) on a 10-piece molecular cluster, C10H40N8O10 overall at a distorted geometry.

Computed properties:
Energy relative to the best compared isomer or geometry (same formula, charge and spin) = 8.0 kJ/mol
Kohn-Sham gap = 0.3573 Ha
2S+1 = 1
Charge = 0
F_max = 5.14 eV/Å
SMILES = NC(N)=O.NC(N)=O.NC(N)=O.NC(N)=O.CO.CO.CO.CO.CO.CO

Last column: natural (NBO) charge in e.
Atoms and positions in Å:
N (-2.1001, 0.1481, 6.2046)  -0.83
C (-2.5186, 0.4836, 4.9674)  0.76
N (-1.7072, 0.1956, 3.9527)  -0.89
O (-3.5431, 1.2071, 4.7932)  -0.70
H (-1.3518, -0.4598, 6.2903)  0.39
H (-2.7853, 0.3806, 6.9024)  0.41
H (-0.6977, 0.0071, 4.0837)  0.42
H (-1.9046, 0.7741, 3.1646)  0.40
N (1.6675, 2.3304, -4.0972)  -0.82
C (1.6606, 1.2300, -3.3232)  0.79
N (2.5554, 0.3278, -3.5250)  -0.81
O (0.6405, 1.1197, -2.5480)  -0.83
H (0.9383, 2.9855, -4.0808)  0.44
H (2.4277, 2.4540, -4.7317)  0.37
H (3.2609, 0.3807, -4.2386)  0.40
H (2.6379, -0.3093, -2.7168)  0.46
N (-0.1728, -2.2353, 3.0868)  -0.84
C (0.8577, -1.6134, 3.7411)  0.79
N (2.0246, -2.1863, 3.4105)  -0.80
O (0.8006, -0.5847, 4.4898)  -0.74
H (-1.0533, -1.7420, 3.1364)  0.42
H (0.0741, -2.8533, 2.3620)  0.43
H (2.0088, -3.1329, 3.1134)  0.38
H (2.7960, -2.0922, 4.0125)  0.39
N (4.9060, 0.5274, 0.2293)  -0.84
C (3.7585, -0.0666, -0.2796)  0.80
N (2.6500, 0.0470, 0.5448)  -0.85
O (3.7150, -0.6776, -1.3745)  -0.72
H (5.6443, 0.5354, -0.4394)  0.40
H (4.8520, 1.2037, 0.9762)  0.40
H (2.6812, 0.5684, 1.4254)  0.41
H (1.8184, -0.4664, 0.3598)  0.42
C (-3.1322, -2.4786, -1.9884)  -0.25
O (-3.2478, -3.4926, -2.9620)  -0.74
H (-2.2273, -1.9261, -2.1834)  0.19
H (-3.9895, -1.8478, -2.0993)  0.17
H (-3.1395, -2.9720, -0.9966)  0.16
H (-4.1608, -3.8226, -2.9996)  0.47
C (-1.8842, -0.0753, -4.5509)  -0.27
O (-1.9474, 0.8052, -3.4034)  -0.75
H (-1.3135, -1.0001, -4.4088)  0.17
H (-2.8627, -0.4892, -4.7544)  0.18
H (-1.5194, 0.4803, -5.4096)  0.16
H (-1.0203, 0.9160, -3.2386)  0.49
C (-0.2397, -3.9071, -0.6216)  -0.26
O (-0.4241, -2.9800, 0.4935)  -0.78
H (-1.0690, -3.8512, -1.3169)  0.18
H (0.6990, -3.9207, -1.1256)  0.18
H (-0.3573, -4.8996, -0.1316)  0.17
H (-0.1934, -2.1303, 0.1652)  0.50
C (1.7967, 2.7518, 3.5783)  -0.25
O (2.5116, 1.5612, 3.8559)  -0.76
H (1.8629, 3.4067, 4.4102)  0.16
H (2.1649, 3.2181, 2.6775)  0.18
H (0.7189, 2.6019, 3.6198)  0.17
H (2.0358, 1.0110, 4.4873)  0.50
C (-1.3198, 0.1217, 0.3711)  -0.27
O (-0.2247, -0.4585, -0.3900)  -0.81
H (-2.2443, 0.0343, -0.2855)  0.19
H (-1.5463, -0.4729, 1.2713)  0.18
H (-1.1276, 1.1883, 0.5794)  0.18
H (0.1203, 0.2043, -1.0077)  0.53
C (-1.7794, 4.2230, -3.7623)  -0.24
O (-0.5290, 3.7409, -3.2459)  -0.77
H (-1.6190, 5.1693, -4.2718)  0.18
H (-2.1463, 3.5207, -4.5086)  0.17
H (-2.5312, 4.3518, -3.0410)  0.17
H (-0.6558, 2.9317, -2.6978)  0.50


ORCA calculation (wB97M-V/def2-TZVPD) on C43H39BrF4NOPPdSTe as an isolated structure.

Computed properties:
Energy relative to the best compared isomer or geometry (same formula, charge and spin) = 0.0 kJ/mol
Kohn-Sham gap (spin up / spin down) = 0.2922 / 0.2409 Ha
2S+1 = 4
Charge = +1
F_max = 0.82 eV/Å

Last column: Löwdin spin population.
Atoms and positions in Å:
Pd (1.2975, 0.6771, -1.0602)  0.88
F (5.6603, -3.1013, -5.2837)  0.00
C (4.6021, -2.6824, -4.6107)  0.00
C (3.3899, -3.3277, -4.7541)  0.00
F (3.2841, -4.3699, -5.5661)  0.00
C (2.2950, -2.8758, -4.0429)  0.00
F (1.1514, -3.5441, -4.2133)  0.00
C (2.3537, -1.7814, -3.1892)  0.01
P (0.8481, -1.2905, -2.2548)  0.09
C (-0.4620, -1.1658, -3.4921)  0.01
C (-1.7911, -1.1898, -3.0699)  0.01
C (-2.8153, -0.9628, -3.9777)  0.00
C (-2.5193, -0.7002, -5.3091)  0.01
C (-1.1971, -0.6561, -5.7298)  0.00
C (-0.1697, -0.8815, -4.8246)  0.01
C (0.5442, -2.7666, -1.2340)  0.02
C (-0.3731, -3.7646, -1.5483)  0.01
C (-0.5399, -4.8474, -0.6949)  0.00
C (0.2101, -4.9427, 0.4690)  0.00
C (1.1374, -3.9554, 0.7794)  0.00
C (1.3015, -2.8675, -0.0648)  0.01
C (3.5950, -1.1536, -3.0559)  0.00
Br (3.9150, 0.3068, -1.8994)  0.05
C (4.7011, -1.5980, -3.7571)  0.00
F (5.8847, -1.0070, -3.6351)  0.00
H (-2.0295, -1.3822, -2.0302)  0.00
H (-3.8450, -0.9921, -3.6451)  0.00
H (-3.3190, -0.5330, -6.0189)  0.00
H (-0.9632, -0.4459, -6.7654)  0.00
H (0.8585, -0.8322, -5.1613)  0.00
H (-0.9474, -3.7148, -2.4643)  0.00
H (-1.2528, -5.6219, -0.9472)  0.00
H (0.0760, -5.7887, 1.1307)  0.00
H (1.7336, -4.0283, 1.6801)  0.00
H (2.0198, -2.0925, 0.1927)  0.00
C (1.7294, 3.5519, -2.7664)  0.01
S (1.0811, 1.9753, -3.3616)  0.06
C (-0.6270, 2.4502, -3.6828)  0.00
H (1.2186, 3.8523, -1.8522)  0.00
H (1.6259, 4.3130, -3.5377)  0.00
H (2.7849, 3.4018, -2.5489)  0.00
H (-0.6740, 3.0707, -4.5761)  0.00
H (-1.0346, 2.9950, -2.8315)  0.00
H (-1.2006, 1.5390, -3.8423)  0.00
C (-5.9081, -1.6402, 3.8546)  0.00
C (-4.5898, -1.2897, 3.2159)  0.00
C (-3.3877, -1.7048, 3.7747)  0.01
C (-2.1591, -1.4009, 3.1932)  0.03
C (-0.8949, -1.9484, 3.8093)  0.02
C (-2.1821, -0.6203, 2.0395)  0.27
Te (-0.1884, -0.0601, 1.1704)  0.45
N (2.0272, 0.1744, 1.0366)  0.67
C (2.4112, 1.4754, 1.2483)  0.07
O (2.2030, 2.3298, 0.3611)  0.15
C (3.1207, 1.8531, 2.4922)  0.01
C (3.6974, 3.1167, 2.5696)  0.00
C (4.3533, 3.5088, 3.7247)  0.00
C (4.4292, 2.6398, 4.8060)  0.00
C (3.8548, 1.3756, 4.7295)  0.00
C (3.2067, 0.9790, 3.5705)  0.01
C (-0.6579, 1.9965, 1.4156)  0.00
C (-0.8974, 2.7401, 0.2639)  0.00
C (-1.2134, 4.0856, 0.3449)  0.00
C (-1.2883, 4.6905, 1.5914)  0.00
C (-1.0527, 3.9453, 2.7363)  0.00
C (-0.7330, 2.5891, 2.6789)  0.00
C (-0.5055, 1.8350, 3.9608)  0.01
C (-3.3574, -0.2197, 1.4063)  0.04
C (-3.4174, 0.5775, 0.1291)  0.01
C (-4.5533, -0.5618, 2.0332)  0.02
H (-5.7656, -2.1776, 4.7906)  0.00
H (-6.5048, -2.2686, 3.1913)  0.00
H (-6.4913, -0.7423, 4.0640)  0.00
H (-3.4006, -2.2963, 4.6840)  0.00
H (-1.1258, -2.5007, 4.7185)  0.00
H (-0.1902, -1.1568, 4.0679)  0.01
H (-0.3878, -2.6319, 3.1245)  0.00
H (3.6160, 3.7847, 1.7226)  0.00
H (4.8025, 4.4913, 3.7846)  0.00
H (4.9425, 2.9461, 5.7084)  0.00
H (3.9177, 0.6996, 5.5718)  0.00
H (2.7711, -0.0106, 3.4936)  0.00
H (-0.8492, 2.2612, -0.7067)  0.00
H (-1.4006, 4.6588, -0.5550)  0.00
H (-1.5270, 5.7432, 1.6726)  0.00
H (-1.1096, 4.4236, 3.7068)  0.00
H (-0.3580, 2.5238, 4.7908)  0.00
H (0.3790, 1.1978, 3.9020)  0.00
H (-1.3660, 1.2036, 4.1933)  0.00
H (-2.5584, 0.3951, -0.5169)  0.01
H (-3.4447, 1.6479, 0.3399)  0.00
H (-4.3187, 0.3226, -0.4289)  0.00
H (-5.4858, -0.2501, 1.5718)  0.00


ORCA calculation (wB97M-V/def2-TZVPD) on C38H27F5N2O5S2 in the gas phase at a distorted geometry.

Computed properties:
Energy relative to the best compared isomer or geometry (same formula, charge and spin) = 0.0 kJ/mol
Kohn-Sham gap = 0.2611 Ha
2S+1 = 1
Charge = 0
F_max = 3.82 eV/Å

Last column: Mulliken charge in e.
Atoms and positions in Å:
C (5.5062, 1.2988, -1.3223)  -0.90
N (5.3904, 0.0586, -0.5727)  0.29
C (6.3433, -0.9522, -0.5753)  -0.82
C (5.8912, -1.9283, 0.2453)  -0.32
N (4.6718, -1.5022, 0.7608)  0.43
C (3.9515, -2.1396, 1.8216)  -0.61
C (3.4648, -3.4235, 1.6506)  0.34
F (3.5827, -4.0059, 0.4311)  -0.36
C (2.7797, -4.0658, 2.6785)  0.44
F (2.2794, -5.3077, 2.5023)  -0.31
C (2.5888, -3.4001, 3.8899)  0.55
F (1.9223, -4.0071, 4.8940)  -0.37
C (3.0585, -2.0963, 4.0667)  0.38
F (2.8475, -1.4433, 5.2303)  -0.36
C (3.7356, -1.4772, 3.0238)  0.59
F (4.1902, -0.2107, 3.1728)  -0.38
C (4.3460, -0.3262, 0.1993)  0.44
C (3.1292, 0.4460, 0.5328)  -0.12
C (1.9077, -0.2609, 0.4562)  -1.11
C (0.6337, 0.3918, 0.7989)  0.02
C (0.1523, -0.0339, 2.1884)  0.62
C (0.1659, 0.8731, 3.2452)  -0.07
C (-0.3382, 0.4889, 4.4890)  -0.95
C (-0.7275, -0.8348, 4.6942)  -0.63
C (-0.6258, -1.7648, 3.6599)  -0.97
C (-0.1937, -1.3623, 2.3914)  -0.37
O (3.2397, 1.6486, 0.8894)  -0.91
H (4.8644, 2.0552, -0.8676)  0.33
H (6.5500, 1.6302, -1.2960)  0.36
H (5.2149, 1.1448, -2.3694)  0.30
H (7.2564, -0.8815, -1.1392)  0.47
H (6.3386, -2.8604, 0.5364)  0.50
H (1.8873, -1.2343, -0.0368)  0.52
H (0.8437, 1.4708, 0.8351)  0.53
H (0.5517, 1.8802, 3.0650)  0.53
H (-0.4215, 1.2274, 5.2873)  0.45
H (-1.1075, -1.1473, 5.6699)  0.41
H (-0.8983, -2.8085, 3.8169)  0.53
H (-0.1207, -2.0702, 1.5592)  0.58
C (-2.7770, -3.6442, -2.4819)  -0.53
C (-3.8524, -3.0032, -1.8611)  -0.70
C (-3.6639, -1.7730, -1.2428)  -0.28
C (-2.4394, -1.0669, -1.3395)  0.46
C (-2.4012, 0.3440, -0.9056)  -0.26
S (-1.0122, 1.2480, -1.0288)  1.63
C (-1.0934, 2.6133, 0.0881)  0.30
C (-0.4526, 3.8177, -0.2432)  -0.17
C (-0.6468, 4.9359, 0.5699)  -0.84
C (-1.4403, 4.8449, 1.7166)  -0.48
C (-2.0398, 3.6293, 2.0618)  -1.06
C (-1.8863, 2.5188, 1.2365)  -0.02
O (-0.2983, 0.0323, -0.2031)  -0.26
O (-0.4091, 1.5501, -2.3082)  -0.91
S (-3.9092, 1.2678, -1.3579)  1.31
C (-4.0052, 1.2901, -3.1603)  0.20
C (-3.2497, 2.2267, -3.8682)  -0.09
C (-3.2856, 2.2389, -5.2638)  -0.75
C (-4.1232, 1.3578, -5.9504)  -0.39
C (-4.9144, 0.4528, -5.2371)  -0.67
C (-4.8701, 0.4288, -3.8408)  -0.13
O (-5.0934, 0.6197, -0.8355)  -0.77
O (-3.6719, 2.6602, -1.0234)  -0.67
C (-1.3579, -1.7487, -1.9363)  -0.43
C (-1.5198, -3.0334, -2.4584)  -0.83
H (-2.9171, -4.6127, -2.9637)  0.40
H (-4.8430, -3.4563, -1.8402)  0.42
H (-4.4782, -1.3425, -0.6738)  0.48
H (0.1597, 3.8597, -1.1451)  0.49
H (-0.1798, 5.8813, 0.2880)  0.43
H (-1.5999, 5.7230, 2.3463)  0.41
H (-2.6424, 3.5372, 2.9683)  0.48
H (-2.3856, 1.5782, 1.4774)  0.53
H (-2.6352, 2.9494, -3.3337)  0.38
H (-2.6559, 2.9487, -5.8007)  0.39
H (-4.1626, 1.3806, -7.0405)  0.36
H (-5.5732, -0.2403, -5.7608)  0.37
H (-5.4993, -0.2560, -3.2739)  0.42
H (-0.3779, -1.2785, -2.0132)  0.32
H (-0.6487, -3.5488, -2.8638)  0.39